Entry 1:
The following is a DFT calculation (wB97M-V/def2-TZVPD) of a cluster of 4 separate species, C34H54BrF6NO12S in total at a distorted geometry.

Each line ends with the Mulliken charge.
CARTESIAN COORDINATES (ANGSTROEM)
1 Br -1.955 0.015 -5.469  -0.23
2 S -0.498 -5.830 2.520  1.25
3 F -6.098 -3.734 1.849  -0.34
4 F -5.818 -3.406 -0.628  -0.30
5 F -5.106 -1.829 2.274  -0.33
6 F -8.404 -2.333 1.268  -0.29
7 F -7.367 -0.543 1.930  -0.25
8 F -6.546 -1.440 -0.460  -0.35
9 O -0.583 -1.999 -2.418  -0.45
10 O 0.379 -6.198 1.450  -0.69
11 O -0.531 -6.795 3.576  -0.75
12 O 4.346 8.481 -1.966  -0.37
13 O -7.415 -1.408 4.321  -0.50
14 O -4.224 -0.543 -0.600  -0.49
15 O -8.125 -3.436 3.728  -0.45
16 O -2.344 -2.872 -1.186  -0.46
17 O -1.638 -2.695 -5.015  -0.44
18 O 3.202 -4.721 -0.810  -0.31
19 O 1.193 5.162 1.216  -0.24
20 O -2.030 -4.493 0.917  0.12
21 N -1.945 -0.329 0.960  0.00
22 C -2.580 -7.739 0.312  0.05
23 C 2.267 -5.813 -0.714  0.00
24 C 3.925 10.678 -2.743  -0.55
25 C 0.209 -0.817 -2.410  -1.43
26 C 5.414 10.536 -2.461  -0.54
27 C -3.286 -3.826 0.696  -2.40
28 C 2.086 5.886 0.356  -0.56
29 C 3.016 -7.058 -1.160  -0.60
30 C -4.223 -1.662 -0.191  -0.88
31 C 2.725 1.551 1.228  -1.47
32 C 1.929 7.087 2.384  -0.68
33 C -1.930 -1.792 0.995  -1.75
34 C -5.660 -2.279 0.051  0.57
35 C -2.843 -1.701 -3.225  -0.88
36 C 2.237 -1.578 -1.172  -2.00
37 C 1.014 -0.658 -1.121  4.00
38 C -2.926 -2.480 0.036  3.39
39 C 1.431 0.796 -0.838  -2.16
40 C 0.346 2.321 0.881  -1.80
41 C -2.456 -6.767 1.018  -1.33
42 C -7.395 -1.837 1.966  1.24
43 C -7.653 -2.212 3.469  0.16
44 C 0.928 5.942 2.387  -0.49
45 C 4.443 -6.735 -0.730  -0.65
46 C 0.111 -4.248 3.117  -0.95
47 C 1.322 1.168 0.663  1.42
48 C -2.104 -1.726 -4.543  0.29
49 C -1.889 -1.798 -1.973  -0.10
50 C 3.486 9.225 -2.835  -0.35
51 C 2.147 7.307 0.892  -0.20
52 C -2.170 -5.568 1.798  0.27
53 C 5.444 9.308 -1.564  -0.45
54 C -6.041 -2.451 1.551  0.53
55 C 4.519 -5.239 -1.002  -0.53
56 H -0.101 6.313 2.323  0.27
57 H -2.765 -8.456 -0.437  0.48
58 H 3.431 11.167 -1.899  0.26
59 H 1.946 -5.894 0.322  0.12
60 H 2.846 2.623 1.091  0.18
61 H -1.936 -0.826 -1.484  0.73
62 H -3.527 -0.864 -3.132  0.48
63 H 0.982 0.314 1.258  0.12
64 H -3.731 -3.687 1.679  0.63
65 H -2.927 -5.422 2.571  0.59
66 H 2.449 9.077 -2.532  0.26
67 H 3.083 7.809 0.652  0.04
68 H 3.068 5.403 0.399  0.30
69 H 0.756 1.483 -1.357  0.45
70 H 0.419 -0.996 -0.274  -1.84
71 H 2.434 1.021 -1.197  0.53
72 H -3.474 -2.590 -3.224  0.31
73 H 1.014 5.308 3.271  0.31
74 H 2.619 -7.971 -0.717  0.34
75 H 5.952 10.334 -3.391  0.26
76 H 5.860 11.413 -1.994  0.33
77 H 3.466 1.012 0.645  0.43
78 H -2.150 -2.168 2.002  0.43
79 H -1.206 -0.017 1.584  0.26
80 H 3.610 8.836 -3.851  0.26
81 H -2.792 -0.008 1.417  0.27
82 H 4.819 -5.039 -2.037  0.30
83 H -0.950 -2.192 0.758  0.40
84 H 6.373 8.744 -1.650  0.30
85 H 1.567 7.969 2.911  0.36
86 H 2.971 -7.159 -2.248  0.30
87 H 0.255 2.591 1.931  0.39
88 H 5.298 9.582 -0.513  0.26
89 H -0.654 2.101 0.504  0.27
90 H 2.775 1.273 2.276  0.38
91 H 1.893 -2.604 -1.296  0.38
92 H 0.718 3.168 0.324  0.50
93 H 3.699 11.247 -3.644  0.34
94 H 0.655 -3.747 2.327  0.20
95 H -3.853 -4.469 0.027  0.48
96 H -0.368 0.077 -2.658  0.59
97 H 5.203 -7.302 -1.266  0.37
98 H 1.394 -5.600 -1.333  0.26
99 H 0.814 -4.504 3.907  0.46
100 H 1.721 5.837 -0.671  0.34
101 H -7.864 -3.617 4.641  0.36
102 H 5.213 -4.724 -0.334  0.27
103 H 2.889 -1.346 -2.013  0.40
104 H 2.781 -1.545 -0.230  0.39
105 H 0.933 -0.922 -3.218  0.47
106 H 2.864 6.770 2.853  0.29
107 H 4.562 -6.930 0.338  0.25
108 H -0.692 -3.648 3.537  0.32
109 H 1.326 7.899 0.480  0.24

Computed properties:
2S+1: 1
SMILES: C#C[C@H](OC[C@@](CN)(O[C@H](CC(=O)Br)OC[C@@H](C)CC(C)C)C(=O)C(F)(F)C(F)(F)C(F)(F)C(=O)O)S(C)(=O)=O.C1CCOC1.C1CCOC1.C1CCOC1
LUMO energy in eV: -0.29
E in hartree: -5856.74289
Molecular weight in g/mol: 894.76
Kohn-Sham gap in eV: 8.57

=====

Entry 2:
The following is a DFT calculation (wB97M-V/def2-TZVPD) of a structure of composition C34H54N10PRuSi2Te at a distorted geometry.

Each line ends with the Löwdin spin population.
CARTESIAN COORDINATES (ANGSTROEM)
1 Te -0.653 2.096 -1.966  0.01
2 Ru 0.308 -0.007 0.122  0.10
3 P 2.769 -2.638 -0.045  0.00
4 Si -2.365 -2.368 0.259  0.02
5 Si 0.606 2.859 1.940  0.03
6 N -1.620 -0.811 0.666  0.18
7 N 2.647 0.101 0.522  0.00
8 N 1.501 -3.542 2.277  0.00
9 N 4.692 -0.733 0.583  0.00
10 N -0.286 1.355 1.491  0.27
11 N -5.604 0.722 -2.835  0.00
12 N -2.665 -0.063 -2.256  0.00
13 N 1.751 -2.911 -2.628  0.00
14 N 0.901 -1.209 -1.517  0.00
15 N 0.806 -1.569 1.601  0.00
16 C 1.543 -2.619 1.281  0.00
17 C -2.827 1.143 4.168  0.05
18 C -2.366 2.813 -0.947  0.00
19 C -1.601 6.191 -2.450  0.00
20 C 5.817 -1.663 0.463  0.00
21 C 3.508 1.046 1.020  0.00
22 C 2.207 -4.824 2.333  0.00
23 C 3.393 -0.968 0.274  0.00
24 C -1.773 1.609 3.452  0.04
25 C -0.559 4.304 2.015  0.00
26 C -3.160 -0.645 2.582  0.02
27 C 0.696 -3.043 3.262  0.00
28 C -3.894 6.206 -1.726  0.00
29 C -4.728 -0.163 -3.709  0.00
30 C 2.545 -4.097 -2.962  0.00
31 C -2.545 4.231 -1.424  0.00
32 C -1.322 0.956 2.250  0.07
33 C 1.433 2.553 3.582  0.01
34 C -2.812 6.851 -2.314  0.00
35 C 4.775 0.546 1.052  0.00
36 C -2.043 -0.204 1.793  0.09
37 C 1.709 -2.250 -1.444  0.00
38 C 1.883 3.390 0.691  0.00
39 C 0.264 -1.824 2.830  0.00
40 C -3.538 -0.003 3.720  0.08
41 C -3.759 4.901 -1.282  0.00
42 C -3.263 0.201 -3.545  0.00
43 C -2.291 -3.691 1.564  0.00
44 C -0.132 4.154 -2.104  0.00
45 C 0.932 -2.246 -3.494  0.00
46 C -1.567 -3.206 -1.201  0.00
47 C -1.456 4.881 -2.003  0.00
48 C 0.410 -1.195 -2.799  0.00
49 C -4.211 -2.099 -0.082  0.00
50 H -3.126 1.262 -3.799  0.00
51 H 2.276 -4.405 -3.968  0.00
52 H -5.312 1.706 -2.893  0.00
53 H 3.607 -3.865 -2.930  0.00
54 H 1.490 4.210 0.108  0.00
55 H -0.381 -1.124 3.334  0.00
56 H -2.724 -0.354 -4.315  0.00
57 H -0.254 -0.428 -3.151  0.00
58 H -2.914 7.868 -2.667  0.00
59 H -3.226 2.182 -1.170  0.00
60 H -4.545 -2.659 -0.961  0.00
61 H 1.694 -5.464 3.046  0.00
62 H -1.244 2.477 3.810  0.00
63 H -1.463 4.130 2.596  0.00
64 H 5.826 -2.115 -0.526  0.00
65 H 2.763 3.781 1.209  0.00
66 H -0.030 5.145 2.475  0.00
67 H -2.239 -0.978 -2.176  0.00
68 H -2.386 -3.347 2.593  0.00
69 H -3.129 1.644 5.078  0.00
70 H -4.448 -1.040 -0.197  0.00
71 H -1.828 -2.857 -2.202  0.00
72 H -3.249 0.062 -1.447  0.00
73 H -4.818 -2.446 0.758  0.00
74 H 6.737 -1.102 0.598  0.00
75 H 2.408 3.043 3.616  0.00
76 H 0.802 -2.565 -4.513  0.00
77 H -3.731 -1.505 2.262  0.00
78 H -6.589 0.670 -3.111  0.00
79 H 3.238 -4.687 2.650  0.00
80 H -4.945 -1.183 -3.396  0.00
81 H 0.497 -3.591 4.166  0.00
82 H -0.760 6.698 -2.906  0.00
83 H 3.179 2.008 1.358  0.00
84 H 5.707 0.978 1.370  0.00
85 H -0.485 -3.171 -1.105  0.00
86 H -5.553 0.436 -1.850  0.00
87 H 0.549 4.454 -1.323  0.00
88 H 0.850 2.944 4.418  0.00
89 H -5.069 -0.012 -4.732  0.00
90 H -4.381 -0.371 4.290  0.00
91 H -4.597 4.402 -0.807  0.00
92 H -3.109 -4.390 1.364  0.00
93 H 0.356 4.313 -3.064  0.00
94 H -4.837 6.723 -1.610  0.00
95 H 2.209 2.619 -0.010  0.00
96 H -1.867 -4.258 -1.155  0.00
97 H 5.759 -2.439 1.223  0.00
98 H 1.581 1.484 3.758  0.00
99 H -1.353 -4.247 1.485  0.00
100 H 2.324 -4.907 -2.271  0.00
101 H -2.177 2.737 0.124  0.00
102 H 2.185 -5.299 1.355  0.00
103 H -0.859 4.626 1.014  0.00

Computed properties:
Relative energy (zero: lowest compared OMol25 entry of this formula, charge and spin) in kcal per mole: 0.00
2S+1: 2
LUMO energy (alpha / beta) in eV: -4.98 / -4.98
E in hartree: -3158.41519
Molecular weight in g/mol: 918.69
Total charge: +2
Kohn-Sham gap (alpha / beta) in eV: 5.64 / 6.53

=====

Entry 3:
The following is a DFT calculation (wB97M-V/def2-TZVPD) of a structure of composition C34H54N3NiO2P2 at a distorted geometry.

Each line ends with the Löwdin spin population.
CARTESIAN COORDINATES (ANGSTROEM)
1 Ni 0.266 0.558 -0.052  0.89
2 P -1.089 -1.360 -2.246  0.02
3 P 0.606 2.404 1.249  0.06
4 O -0.528 -0.753 2.544  -0.02
5 O 2.031 -2.165 2.039  0.00
6 N 1.004 -3.371 3.677  0.00
7 N 0.442 -0.786 -1.535  0.19
8 N -0.764 2.102 -1.192  0.04
9 C 1.283 -3.077 2.388  0.00
10 C -0.098 -4.249 4.017  0.00
11 C -3.707 -2.469 -2.097  0.00
12 C 3.589 1.765 -4.976  0.10
13 C -2.946 -1.429 -0.004  0.00
14 C 2.418 2.353 1.714  0.01
15 C -1.454 -3.464 -4.141  0.00
16 C -2.219 2.559 -3.025  0.01
17 C -0.541 3.165 2.577  0.01
18 C -1.106 4.348 -1.877  0.00
19 C -1.896 -3.597 -0.716  0.00
20 C -2.031 3.922 -2.834  0.00
21 C 0.428 0.152 -2.571  0.37
22 C 2.278 2.234 -5.078  -0.01
23 C 2.923 0.327 -3.120  0.09
24 C 2.897 3.722 2.211  0.00
25 C -0.069 -0.174 1.639  0.00
26 C -2.466 -2.253 -1.208  0.00
27 C -0.490 4.704 2.648  0.00
28 C 0.869 -3.005 -3.264  0.00
29 C -1.417 1.685 -2.297  0.02
30 C -0.204 2.605 3.962  0.00
31 C -0.523 3.413 -1.025  0.00
32 C -1.971 2.750 2.189  0.00
33 C 0.544 3.759 -0.001  0.01
34 C -0.959 0.396 -2.943  0.04
35 C 2.643 1.284 2.800  0.00
36 C 1.294 1.748 -4.233  0.08
37 C -0.464 -2.373 -3.694  0.01
38 C -0.222 -1.548 -4.990  0.01
39 C 1.577 0.754 -3.262  0.02
40 C 3.214 1.929 0.464  0.00
41 C 1.626 -2.628 4.762  0.00
42 C 3.902 0.814 -3.991  -0.01
43 H 1.617 -2.256 -2.989  0.00
44 H -4.077 -1.511 -2.491  0.00
45 H 1.622 -3.264 5.658  0.00
46 H -2.569 4.629 -3.443  0.00
47 H 2.359 0.278 2.462  0.00
48 H -3.770 -1.973 0.488  0.00
49 H 2.026 2.952 -5.858  0.00
50 H 2.896 0.942 0.093  0.00
51 H 0.733 -3.686 -2.418  0.00
52 H 0.529 5.102 2.724  0.00
53 H -2.881 2.144 -3.779  0.00
54 H -1.651 -4.274 -1.543  0.00
55 H 2.649 -2.349 4.483  0.00
56 H 0.214 -2.230 -5.735  0.00
57 H 3.719 1.270 3.035  0.00
58 H -1.053 -3.702 4.030  0.00
59 H -1.031 5.023 3.552  0.00
60 H -1.248 0.437 -3.993  0.00
61 H 0.368 4.763 0.414  0.00
62 H 3.126 2.648 -0.358  0.00
63 H -0.179 -5.055 3.279  0.00
64 H -3.528 -3.154 -2.931  0.00
65 H -2.393 -3.035 -4.529  0.00
66 H -2.257 3.113 1.191  0.00
67 H 1.045 -1.715 4.978  0.00
68 H 4.923 0.423 -3.928  0.00
69 H -1.155 -1.149 -5.414  0.00
70 H 4.275 1.851 0.740  0.00
71 H 2.434 4.015 3.162  0.00
72 H -1.003 5.184 1.805  0.00
73 H 0.277 2.113 -4.357  0.01
74 H -1.671 -4.213 -3.371  0.00
75 H 3.189 -0.407 -2.354  0.01
76 H -2.650 -4.105 -0.093  0.00
77 H -0.238 1.509 3.990  0.00
78 H -2.112 1.661 2.219  0.00
79 H -0.788 5.384 -1.783  0.00
80 H -0.998 -3.450 -0.098  0.00
81 H 3.981 3.659 2.385  0.00
82 H 0.062 -4.671 5.015  0.00
83 H 4.360 2.131 -5.661  0.01
84 H 1.267 -3.575 -4.113  0.00
85 H 2.731 4.523 1.478  0.00
86 H -0.963 2.981 4.665  0.00
87 H 0.753 -3.736 1.668  0.00
88 H -4.507 -2.912 -1.482  0.00
89 H -0.972 -3.991 -4.980  0.00
90 H -3.333 -0.451 -0.323  0.00
91 H 2.103 1.503 3.728  0.00
92 H -2.162 -1.290 0.751  0.00
93 H 0.771 2.953 4.323  0.00
94 H -2.667 3.200 2.916  0.00
95 H 0.489 -0.728 -4.858  0.00
96 H 1.524 3.821 -0.508  0.00

Computed properties:
2S+1: 3
LUMO energy (alpha / beta) in eV: -2.50 / -2.60
E in hartree: -3833.44404
Molecular weight in g/mol: 657.47
Total charge: +1
Kohn-Sham gap (alpha / beta) in eV: 5.69 / 8.19

=====

Entry 4:
The following is a DFT calculation (wB97M-V/def2-TZVPD) of a cluster of 8 separate species, C34H54N3O24 in total at a distorted geometry.

Each line ends with the Mulliken charge.
CARTESIAN COORDINATES (ANGSTROEM)
1 O -0.725 -0.259 -6.583  -0.54
2 O 6.508 2.852 -2.906  -0.60
3 O -8.993 -0.071 -1.581  -0.36
4 O 3.651 0.601 -1.136  -0.27
5 O -1.120 3.421 1.187  -0.51
6 O 8.579 -0.451 -0.004  -0.26
7 O 8.662 2.460 -2.291  -0.30
8 O -8.553 -0.941 0.473  -0.55
9 O -0.943 -0.015 -4.333  -0.36
10 O -9.977 4.254 -1.646  -0.56
11 O -12.018 3.245 -1.683  -0.30
12 O 4.359 -0.393 -3.025  -0.24
13 O 6.898 -3.437 -5.637  -0.33
14 O 6.611 -4.401 -3.625  -0.37
15 O -2.127 1.781 2.531  -0.27
16 O 8.554 -4.726 -4.762  -0.54
17 O 3.115 -2.059 3.154  -0.57
18 O -11.088 3.798 0.288  -0.31
19 O 7.285 3.546 -0.885  -0.32
20 O 8.915 0.980 1.732  -0.59
21 O 9.313 -1.247 1.966  -0.35
22 O -7.282 0.747 -0.372  -0.21
23 O 3.179 -1.599 -1.499  -0.56
24 O 0.925 -0.944 -5.176  -0.37
25 N -2.944 -2.961 5.474  -0.29
26 N -3.012 -1.375 3.429  0.59
27 N -1.435 -3.085 3.453  -0.34
28 C 1.996 -0.672 1.353  -0.66
29 C -12.425 3.407 0.559  -0.35
30 C 9.467 2.961 -1.234  -0.41
31 C -1.152 2.831 2.338  0.62
32 C 3.685 -0.558 -1.854  0.62
33 C 5.537 -3.251 -5.282  -0.32
34 C 5.536 -3.493 -3.805  0.29
35 C -2.544 -2.522 4.261  0.15
36 C 4.538 1.511 -1.774  -0.22
37 C 8.950 -1.804 -0.219  -0.17
38 C 7.456 -4.233 -4.682  0.61
39 C -0.214 -0.541 -3.237  -0.20
40 C 8.469 3.248 -0.157  0.10
41 C -5.151 -1.173 1.605  -0.52
42 C -0.128 3.350 3.510  -0.77
43 C -6.274 0.778 3.121  -0.93
44 C -10.940 3.806 -1.066  0.70
45 C -12.811 2.646 -0.671  -0.28
46 C -8.299 -0.160 -0.413  0.63
47 C -7.174 1.309 -1.671  -0.35
48 C -0.288 -0.393 -5.468  0.54
49 C -5.461 -0.652 3.127  0.21
50 C -1.669 0.496 2.015  -0.11
51 C -0.812 -2.010 2.596  0.48
52 C 1.163 -0.716 -3.797  0.45
53 C -4.087 -0.509 4.025  -0.57
54 C 8.983 -2.372 1.165  -0.37
55 C -1.697 -0.710 3.085  -0.72
56 C 0.653 -1.814 3.325  -0.93
57 C -8.539 1.098 -2.246  0.19
58 C 7.405 2.945 -2.100  0.67
59 C 8.934 -0.139 1.274  0.66
60 C 1.906 -1.997 2.318  0.27
61 C 4.595 1.000 -3.178  -0.42
62 H 5.562 1.180 -3.647  0.54
63 H -0.549 0.629 1.696  0.16
64 H 0.748 -2.626 4.152  0.35
65 H -13.874 2.741 -0.903  0.29
66 H -12.475 2.794 1.461  0.30
67 H -4.276 -0.605 1.108  -0.07
68 H -6.086 -1.081 0.937  0.12
69 H -5.523 1.650 2.901  0.22
70 H -0.551 3.101 4.552  0.30
71 H 3.725 -1.352 2.826  0.35
72 H -3.845 0.617 4.052  0.23
73 H 0.744 -0.790 3.853  0.21
74 H 8.010 -2.758 1.483  0.27
75 H -3.263 -2.295 6.198  0.27
76 H -7.157 0.778 2.369  0.19
77 H 8.224 -2.309 -0.860  0.15
78 H 10.209 2.221 -0.927  0.27
79 H -4.359 -0.804 5.126  0.17
80 H 1.886 0.308 1.984  0.17
81 H 8.763 4.093 0.469  0.33
82 H -1.579 -4.017 3.027  0.32
83 H -0.666 -1.491 -2.934  0.23
84 H -0.814 -2.138 1.451  0.47
85 H -6.171 -1.452 3.586  0.25
86 H -6.727 1.013 4.174  0.33
87 H -1.345 -0.358 4.144  0.18
88 H -6.398 0.771 -2.226  0.27
89 H -13.033 4.304 0.704  0.27
90 H -4.854 -2.286 1.653  0.27
91 H -0.050 4.496 3.386  0.32
92 H 5.742 -2.584 -3.232  -0.18
93 H 5.202 -2.244 -5.539  0.25
94 H 3.809 1.424 -3.810  0.15
95 H 3.047 -0.705 0.860  0.33
96 H 0.919 2.857 3.373  0.20
97 H 1.691 -1.560 -3.349  0.19
98 H 4.927 -3.978 -5.826  0.28
99 H -2.871 -3.965 5.755  0.29
100 H 9.730 -3.160 1.275  0.31
101 H -6.903 2.365 -1.617  0.33
102 H -2.277 0.245 1.069  0.01
103 H 9.983 3.862 -1.578  0.30
104 H 1.828 -2.970 1.674  0.25
105 H 9.930 -1.829 -0.705  0.26
106 H 5.508 1.469 -1.273  0.01
107 H -12.555 1.584 -0.603  0.25
108 H -9.221 1.922 -2.017  -0.27
109 H -8.516 0.945 -3.327  0.33
110 H 4.154 2.531 -1.718  0.42
111 H -0.235 0.148 -2.390  0.24
112 H 4.598 -3.928 -3.455  0.33
113 H 1.230 -0.714 0.478  -0.07
114 H 1.776 0.185 -3.688  -0.23
115 H 8.283 2.380 0.483  0.06

Computed properties:
2S+1: 1
LUMO energy in eV: -3.77
E in hartree: -3297.62604
Molecular weight in g/mol: 888.80
Total charge: +1
Kohn-Sham gap in eV: 8.49